The following is a quantum chemistry calculation of a cluster of 8 separate species, C42H104N8O8 in total, from the OMol25 dataset.

XYZ file:
```
162
Properties=species:S:1:pos:R:3:forces:R:3:lowdin_charge:R:1
C -0.080012 2.045883 -4.003168 0.712 2.747 -1.205 -0.060
C -1.507605 2.549376 -3.973774 0.617 1.391 0.661 -0.419
C -2.389022 1.388965 -3.689918 -2.367 -0.166 1.331 -0.251
O -2.497508 0.573297 -4.854124 -0.131 0.064 0.846 -0.183
C -2.869757 -0.805365 -4.674118 1.434 1.057 -0.514 -0.070
N -1.580072 3.504126 -2.780041 -1.305 0.684 -0.837 0.032
H 0.053307 1.302985 -4.756371 0.151 -0.759 -0.294 0.072
H 0.207768 1.772474 -3.021348 0.210 -0.789 0.947 0.054
H 0.608569 2.907304 -4.256761 -0.560 -0.830 0.073 0.092
H -1.839551 3.022751 -4.934585 0.410 -0.337 0.688 0.152
H -3.390627 1.844067 -3.357193 0.680 -0.848 -0.715 0.135
H -2.056769 0.877475 -2.742812 0.122 -0.084 -1.030 0.126
H -2.792382 -1.207206 -5.686658 -0.125 -0.256 0.285 0.094
H -3.844788 -0.948963 -4.273905 -1.055 0.117 0.283 0.071
H -2.155623 -1.287949 -4.007621 0.136 -0.177 0.000 0.065
H -2.525266 3.960736 -2.693018 0.916 -1.024 -0.271 0.087
H -1.004005 4.344358 -2.933253 0.142 -0.803 -0.202 0.047
C 3.163385 -4.247102 2.316662 -0.456 -0.728 -1.505 -0.075
C 2.048578 -3.475074 3.015380 -0.478 -2.189 0.004 -0.456
C 1.040676 -4.547639 3.484002 0.925 0.601 -0.402 -0.221
O -0.013972 -3.916687 4.176090 0.745 -0.203 -0.608 -0.215
C -0.931789 -4.800413 4.759882 -1.422 0.509 -0.449 -0.119
N 2.600993 -2.783164 4.166008 0.220 -1.368 -1.394 0.082
H 3.597768 -5.003243 2.987640 -0.139 0.241 -0.222 0.082
H 3.955294 -3.594017 1.973565 0.301 0.303 0.106 0.050
H 2.790713 -4.750387 1.354681 0.352 0.501 1.369 0.100
H 1.470712 -2.926803 2.259879 0.301 0.737 0.212 0.113
H 1.589231 -5.188736 4.180333 -0.110 -0.450 -0.097 0.127
H 0.738677 -5.084827 2.544742 -0.249 0.109 0.987 0.137
H -1.162245 -5.685926 4.109337 0.172 0.739 0.396 0.094
H -1.815461 -4.105504 4.788212 0.258 -1.327 0.566 0.101
H -0.632864 -5.168982 5.759480 -0.040 0.278 -0.342 0.089
H 1.855255 -2.622074 4.793916 -0.619 0.996 0.735 0.056
H 3.033929 -1.987083 3.760978 0.175 1.307 0.567 0.048
C -4.801220 -6.616307 3.290269 -0.148 -1.553 -0.252 -0.067
C -5.196794 -6.267306 1.869624 1.709 0.649 -0.178 -0.429
C -5.825619 -4.915900 1.925352 -0.627 0.285 0.932 -0.260
O -6.391301 -4.592709 0.686269 0.370 0.552 0.533 -0.192
C -7.114311 -3.378840 0.751694 0.490 0.111 -0.790 -0.116
N -4.003833 -6.328473 1.000074 -0.617 -0.727 -1.119 0.051
H -4.450835 -5.809507 3.889737 0.054 1.085 0.292 0.060
H -3.978749 -7.332855 3.310294 -0.195 -0.243 -0.182 0.078
H -5.671359 -7.065677 3.761675 0.049 -0.030 0.401 0.079
H -5.915117 -6.937147 1.470241 -0.602 -0.992 -0.273 0.127
H -4.991530 -4.279339 2.208443 0.072 0.857 -0.126 0.120
H -6.595719 -4.828137 2.763000 0.613 -0.256 -0.906 0.146
H -8.001151 -3.547391 1.361117 -0.067 0.455 0.265 0.085
H -7.400492 -3.260188 -0.283139 -0.467 0.517 -0.219 0.083
H -6.520982 -2.452992 1.043451 -0.493 -1.224 0.051 0.096
H -4.149565 -6.146016 -0.008591 -0.343 -0.064 1.169 0.074
H -3.218179 -5.780786 1.288390 0.125 0.590 0.439 0.037
C -0.113308 0.262537 0.014048 -0.176 -0.314 0.532 -0.044
C 0.449621 -0.355735 1.255771 0.560 0.176 1.264 -0.424
C 1.177618 0.748006 2.050677 -2.009 0.393 0.060 -0.225
O 2.038569 0.214684 3.013964 0.223 -0.129 0.597 -0.199
C 2.910981 1.259729 3.423214 -0.652 0.628 -1.569 -0.085
N -0.568413 -1.097347 1.985353 -1.325 0.585 -0.211 0.077
H -0.591418 -0.467545 -0.591076 0.097 -0.928 -0.934 0.047
H 0.693232 0.779032 -0.456074 0.237 0.462 -0.911 0.067
H -0.941021 0.912259 0.228470 -0.150 0.867 0.459 0.067
H 1.264113 -1.048078 1.068222 0.098 -0.449 -0.648 0.116
H 0.294082 1.352221 2.523170 1.714 -0.356 -0.520 0.159
H 1.822347 1.365266 1.396698 -0.672 0.083 -0.166 0.107
H 3.577405 1.521773 2.549272 -0.081 -0.385 1.046 0.088
H 3.415191 0.992834 4.332693 0.357 -0.125 0.213 0.085
H 2.282336 2.157323 3.536906 0.356 0.003 0.547 0.077
H -1.485301 -0.587338 2.056118 1.563 -0.516 -0.094 0.065
H -0.270172 -1.425009 2.892286 0.050 -0.022 0.103 0.065
C -4.414850 -0.058494 0.169828 -1.297 1.268 -0.574 -0.039
C -4.949697 1.104961 1.102865 0.307 -0.984 -0.398 -0.402
C -3.806955 1.937784 1.714159 0.733 -1.835 -0.550 -0.156
O -2.717611 1.124645 2.195182 -0.463 0.315 -1.668 -0.222
C -2.813923 0.944852 3.542199 -1.025 0.198 1.695 -0.152
N -5.964457 1.945206 0.492990 -0.237 0.677 -0.884 0.025
H -3.818124 -0.708559 0.746730 0.893 -0.667 0.830 0.038
H -3.780298 0.337696 -0.634773 -0.243 -0.087 -0.033 0.069
H -5.223048 -0.722513 -0.248228 0.522 1.118 0.308 0.080
H -5.451770 0.537881 1.881622 -0.154 0.189 0.446 0.127
H -4.093211 2.490212 2.564232 -0.993 1.054 0.779 0.101
H -3.396653 2.598072 0.980945 0.259 0.496 -0.701 0.111
H -2.710991 1.858094 4.096204 0.111 1.109 0.221 0.083
H -1.991178 0.377819 3.871176 0.818 -1.231 0.397 0.066
H -3.784080 0.553391 3.911090 0.366 -0.410 -0.431 0.110
H -5.645533 2.565719 -0.274131 -0.019 -0.742 0.802 0.085
H -6.497491 2.516883 1.148790 0.380 -0.332 -0.118 0.074
C -3.847096 -3.226018 -1.363683 0.558 0.268 1.321 -0.042
C -2.517955 -3.857875 -0.860182 -0.310 1.857 -1.407 -0.416
C -1.469594 -3.396325 -1.878595 0.317 0.789 -1.156 -0.211
O -0.305261 -4.170345 -1.715324 -1.660 -1.073 1.077 -0.173
C 0.746526 -3.692344 -2.391814 2.163 0.992 -2.390 -0.180
N -2.130640 -3.560704 0.504011 -0.797 -1.087 -0.542 0.079
H -4.108655 -3.796007 -2.234204 -0.765 -0.383 -0.227 0.075
H -3.817117 -2.177774 -1.698180 0.583 -0.149 0.236 0.059
H -4.555930 -3.250668 -0.529389 -0.309 -0.391 -0.490 0.060
H -2.642311 -4.912073 -0.920599 0.059 -1.008 -0.306 0.105
H -1.199110 -2.304696 -1.693905 -0.433 -0.967 -0.013 0.121
H -1.797273 -3.417905 -3.003653 0.273 -0.277 1.805 0.145
H 1.113719 -2.739878 -2.002176 -0.024 0.267 0.187 0.070
H 0.536077 -3.510144 -3.487366 -0.071 -0.137 0.742 0.107
H 1.600006 -4.379762 -2.391267 -0.293 -0.141 0.309 0.092
H -2.133788 -2.579734 0.646134 0.541 0.948 0.422 0.024
H -1.206019 -3.951313 0.609183 0.314 0.403 0.419 0.070
C 6.264886 -2.122618 -3.112862 1.003 1.515 0.507 -0.042
C 5.242239 -1.250041 -2.357722 -0.709 -0.968 -1.833 -0.497
C 5.274579 -1.650062 -0.921650 0.379 -0.320 0.519 -0.174
C 4.499095 -0.708801 -0.031410 -0.003 -0.045 1.298 -0.166
C 5.089310 0.715548 -0.134760 -0.281 -0.428 -0.949 -0.107
C 5.103889 1.218586 -1.656437 -0.824 -1.485 1.833 -0.477
N 5.767259 0.135589 -2.484269 -1.407 0.458 1.520 -0.083
O 5.567517 0.541391 -3.798725 -0.292 0.276 -1.570 -0.029
C 3.658132 1.632646 -2.056156 0.777 -0.922 -0.186 -0.017
C 5.976467 2.406216 -1.715637 0.291 2.301 -0.858 -0.065
C 3.812451 -1.618137 -2.985613 1.036 0.128 1.394 -0.009
H 6.181861 -3.128506 -2.762074 0.061 -0.784 -0.095 0.073
H 7.255108 -1.697240 -2.857251 -0.229 -0.548 0.231 0.094
H 6.265413 -2.041553 -4.189765 -0.663 -0.189 -0.352 0.075
H 5.105578 -2.726709 -0.787423 -0.964 0.224 -0.207 0.127
H 6.304994 -1.653530 -0.616449 0.875 0.581 0.334 0.117
H 4.479401 -1.175732 1.010393 0.040 1.081 -1.048 0.128
H 3.463796 -0.567212 -0.332695 -0.317 -0.557 -0.079 0.086
H 6.088600 0.759290 0.265261 0.596 -0.109 0.062 0.109
H 4.496519 1.420505 0.454742 -0.062 0.022 -0.162 0.088
H 3.195706 2.264283 -1.289589 0.152 -0.205 -0.036 0.068
H 3.750626 2.194556 -2.976772 -0.344 0.071 -0.273 0.075
H 3.064403 0.730371 -2.233023 -0.188 0.396 0.048 0.063
H 5.832478 3.091728 -0.852016 -0.018 -0.320 -0.630 0.098
H 6.992251 2.138006 -1.779190 1.494 -0.695 0.692 0.066
H 5.932676 2.978691 -2.678590 -0.789 -0.211 0.770 0.099
H 3.762336 -2.723280 -3.063741 0.155 0.633 -0.311 0.088
H 3.696045 -1.106403 -3.921471 -0.157 -0.045 -0.582 0.070
H 2.995455 -1.349170 -2.313199 0.028 0.157 -0.080 0.043
H 6.432267 0.676542 -4.192782 0.233 -0.064 0.141 0.111
C 1.716782 4.803677 -1.931277 0.157 -0.060 -0.383 -0.024
C 1.944446 5.965180 -0.955055 1.109 -0.035 -0.446 -0.528
C 1.054877 7.176717 -1.186492 -0.058 0.390 0.915 -0.138
C -0.415638 6.860666 -0.836454 1.865 0.265 0.045 -0.162
C -0.527223 6.485126 0.627984 0.554 -0.242 0.537 -0.128
C 0.345509 5.259196 0.979132 1.459 0.561 0.896 -0.451
N 1.752536 5.518026 0.429753 -0.723 0.287 0.457 -0.080
O 2.441545 4.280149 0.538827 -0.095 -0.745 0.225 -0.063
C 0.589077 5.304244 2.561428 -0.307 -0.419 -1.936 -0.015
C -0.210246 3.914962 0.552251 -0.541 0.644 0.926 -0.037
C 3.424187 6.459604 -1.018461 -0.722 -0.381 -0.603 -0.024
H 0.947872 4.164140 -1.541395 -0.447 -0.280 0.022 0.041
H 2.582646 4.116025 -2.058648 -0.447 0.941 -0.109 0.068
H 1.353069 5.192578 -2.885954 0.319 -0.125 -0.196 0.088
H 1.382438 7.924223 -0.426888 -0.043 -0.127 -0.636 0.127
H 1.186373 7.630420 -2.200602 -0.112 -0.579 0.741 0.134
H -0.638341 5.991707 -1.401026 -0.919 -0.724 -0.889 0.071
H -0.918975 7.735807 -1.184987 -1.196 0.285 0.151 0.104
H -1.558440 6.296634 0.965332 0.275 0.028 -0.177 0.127
H -0.085570 7.236592 1.288425 -0.397 0.562 -0.283 0.112
H -0.411977 5.386857 2.980224 0.119 0.047 0.528 0.075
H 1.084085 4.380806 2.885770 -0.177 0.222 0.023 0.063
H 1.232165 6.168781 2.765997 -0.356 -0.213 0.152 0.083
H -0.683055 3.924568 -0.410080 0.066 -0.234 -0.648 0.049
H 0.574383 3.206788 0.681439 0.443 -0.742 -0.503 0.049
H -0.973623 3.593429 1.249263 -0.404 0.079 0.379 0.079
H 4.096391 5.608993 -0.940618 0.193 -0.093 -0.171 0.060
H 3.574894 7.074058 -0.141317 0.209 0.518 -0.038 0.079
H 3.630936 6.984343 -1.979463 -0.097 -0.244 0.763 0.100
H 3.357266 4.488948 0.714087 0.267 0.381 0.276 0.093
```
Forces are in eV/Å.

Values from the calculation:
- spin multiplicity = 1
- energy above the lowest of the compared OMol25 structures with the same formula, charge and spin (kJ/mol) = 282.6
- SMILES string = CC1(C)CCCC(C)(C)N1O.CC1(C)CCCC(C)(C)N1O.COC[C@H](C)N.COC[C@H](C)N.COC[C@H](C)N.COC[C@H](C)N.COC[C@H](C)N.COC[C@H](C)N
- orbital gap (eV) = 9.0195
- HOMO energy (eV) = -8.524
- DFT total energy (Ha) = -2702.31983

The following is a quantum chemistry calculation of an isolated molecule of C8H7ClN4OS, from the OMol25 dataset.

XYZ file:
```
22
Properties=species:S:1:pos:R:3:forces:R:3:lowdin_charge:R:1
Cl 3.858550 -1.977751 -1.498951 0.018 0.627 -0.379 0.671
N -0.113866 0.449392 0.690893 1.074 -0.649 -0.593 0.076
N -2.349438 0.851573 1.256533 1.016 -0.042 -3.966 0.084
O 2.617455 -0.875926 -4.020498 0.437 0.379 0.562 0.024
S -1.633413 0.637116 -1.449415 0.098 0.449 1.163 1.086
C -1.305119 0.705458 0.283397 -2.471 0.438 3.501 -0.594
C -2.153068 0.599935 2.515923 -1.436 0.430 -4.364 -0.670
C 1.914681 -0.530130 -0.405506 0.954 0.305 0.685 -0.043
C 0.691770 0.086646 -2.902981 1.597 -0.722 3.793 0.049
C 2.525372 -0.809815 -1.617686 0.830 -1.174 1.792 -0.577
C 0.666375 0.075759 -0.388844 0.822 -0.172 0.508 -0.325
C 2.046888 -0.472401 -2.839968 -3.535 0.553 -2.401 -0.336
C 0.039752 0.244418 -1.593419 0.883 -0.051 -5.210 -0.491
N -3.267038 0.487941 3.180246 -1.497 -0.816 4.425 0.154
N -1.082701 0.424803 3.147318 4.328 0.043 3.809 0.194
H 3.524406 -1.196070 -3.846489 -0.550 0.130 -0.016 0.077
H 2.521996 -0.792164 0.483986 -0.935 0.225 -0.420 0.120
H 0.158088 0.358630 -3.791457 0.152 -0.188 -0.434 0.100
H -3.362486 -0.376329 3.725916 -0.103 0.780 -0.318 0.135
H -3.868567 0.630570 2.460742 -3.630 0.091 -1.731 0.056
H -0.294069 0.570082 2.564815 1.368 0.072 -0.284 0.067
H -1.135566 0.908265 4.045444 0.581 -0.708 -0.121 0.143
```
Forces are in eV/Å.

Values from the calculation:
- spin multiplicity = 1
- energy above the lowest of the compared OMol25 structures with the same formula, charge and spin (kJ/mol) = 47.3
- SMILES string = NC(N)=Nc1nc2cc(Cl)c(O)cc2s1
- orbital gap (eV) = 8.6433
- HOMO energy (eV) = -8.067
- DFT total energy (Ha) = -1461.68498

The following is a quantum chemistry calculation of a cluster of 2 separate species, C4H7N2O4 in total, from the OMol25 dataset.

XYZ file:
```
17
Properties=species:S:1:pos:R:3:forces:R:3:lowdin_charge:R:1
N -1.179018 2.166882 -1.633810 1.370 -3.565 5.192 0.149
C -0.989950 1.495259 -0.636248 -1.924 2.832 -1.789 -0.175
O -1.039715 1.075212 0.743372 -0.324 -0.536 -4.236 -0.042
N -0.280742 1.894390 1.531455 2.634 2.232 0.333 0.020
C 1.035028 2.212791 0.944594 3.347 -2.080 -1.195 -0.405
O 1.936411 1.358875 0.728667 -4.398 3.978 1.219 0.105
O 1.261420 3.612015 0.640592 -1.182 -2.256 0.226 0.021
H -0.775531 2.758432 1.801858 0.042 -0.540 -0.673 0.141
H 0.582693 3.873215 -0.030245 0.499 -0.332 0.709 0.106
C -0.460137 -2.976565 -0.035386 0.540 -0.422 0.730 -0.170
C 0.338231 -2.103324 -1.027140 -1.250 -0.650 0.660 -0.626
O -0.516347 -1.646776 -1.946823 0.264 0.940 -0.651 -0.364
H -0.927152 -3.833956 -0.532692 0.017 0.185 -0.140 0.045
H 0.211248 -3.373251 0.740707 0.010 -0.144 0.216 0.035
H -1.243677 -2.402836 0.472527 0.041 0.089 -0.204 0.041
H 1.176748 -2.746538 -1.366488 0.233 -0.269 -0.501 0.062
H 0.870491 -1.363826 -0.394940 0.082 0.537 0.105 0.057
```
Forces are in eV/Å.

Values from the calculation:
- spin multiplicity = 1
- energy above the lowest of the compared OMol25 structures with the same formula, charge and spin (kJ/mol) = 335.3
- total charge = -1
- orbital gap (eV) = 4.7771
- HOMO energy (eV) = -2.219
- DFT total energy (Ha) = -566.91840